This record from the OMol25 dataset describes a 4-piece molecular cluster, C29H56N3O7 overall. The level of theory is the ωB97M-V functional and the def2-TZVPD basis.

Computed properties:
LUMO level in eV: -4.47
2S+1: 1
Energy relative to the best compared isomer or geometry (same formula, charge and spin) in kcal/mol: 124.2
Charge: +1

XYZ file:
```
95
C29H56N3O7, DFT the ωB97M-V functional and the def2-TZVPD basis
C -1.5920 1.9974 -4.1168
C -1.2976 0.6401 -4.8234
O -1.9482 -0.3219 -4.5236
O -0.2951 0.5498 -5.8000
C 0.9817 0.2614 -5.1473
C 1.9471 1.5080 -5.2894
C 2.6582 1.9054 -3.9187
C 1.9924 3.2355 -3.4057
C 2.7526 3.9466 -2.2180
C 3.5488 2.9715 -1.2734
C 2.6531 1.9892 -0.4797
C 3.1835 0.6830 -0.0482
C 2.2129 -0.1870 0.6697
C 2.6829 -1.6099 1.1341
C 1.6541 -2.6918 0.6116
O 2.0596 -3.2441 -0.6729
C 1.0739 -2.9225 -1.6157
O 1.0946 -1.9424 -2.2992
N 0.9412 0.1488 0.9444
N 0.5484 1.3160 0.5176
C -0.8927 1.6479 0.8002
C -1.0834 3.0962 1.3411
N -1.4429 3.9987 0.5091
C 1.2372 2.2735 -0.1386
H -1.2713 2.0084 -3.0385
H -0.9931 2.7940 -4.6314
H -2.6717 2.2908 -4.2067
H 0.7349 0.0844 -4.0631
H 1.4745 -0.6480 -5.5745
H 1.3059 2.3691 -5.6237
H 2.6754 1.3290 -6.1214
H 2.4849 1.0694 -3.1903
H 3.7634 2.0020 -4.0806
H 1.9856 3.9661 -4.2631
H 0.9298 3.0192 -3.1228
H 1.9625 4.4386 -1.5756
H 3.4138 4.7842 -2.5560
H 4.3020 2.3970 -1.8830
H 4.1745 3.6179 -0.5920
H 4.2216 0.3647 -0.2733
H 2.6367 -1.6217 2.2588
H 3.6878 -1.8652 0.7274
H 0.6226 -2.2655 0.4733
H 1.5476 -3.5585 1.3202
H 0.1987 -3.6238 -1.7028
H -1.2457 0.9539 1.6105
H -1.5068 1.5137 -0.1287
H -0.9556 3.3736 2.4209
H -1.5375 4.8911 1.0103
H 0.8182 3.2440 -0.4689
C -4.4804 3.5967 6.1460
C -4.3446 3.4362 4.6431
O -3.2683 2.5893 4.2552
C -3.3231 1.2482 4.7217
C -4.5538 0.4897 4.2574
H -3.5548 3.9861 6.5750
H -5.2925 4.2875 6.3810
H -4.6975 2.6485 6.6405
H -4.1399 4.4128 4.1996
H -5.2803 3.0851 4.1967
H -3.2347 1.2250 5.8128
H -2.4317 0.7509 4.3305
H -5.4751 0.9393 4.6303
H -4.5196 -0.5423 4.6116
H -4.6109 0.4853 3.1662
C 3.5870 -0.5797 5.8901
C 2.1691 -0.3770 5.3867
O 1.4987 -1.5913 5.0745
C 1.3367 -2.5136 6.1451
C 0.5406 -1.9592 7.3127
H 4.1796 -1.1305 5.1560
H 4.0657 0.3847 6.0736
H 3.6124 -1.1454 6.8222
H 2.2025 0.2033 4.4604
H 1.5771 0.2096 6.0966
H 2.3132 -2.8836 6.4747
H 0.8062 -3.3730 5.7310
H 1.0335 -1.1009 7.7726
H 0.4146 -2.7226 8.0822
H -0.4462 -1.6295 6.9794
C -1.2392 -6.1274 -4.4562
C -1.6933 -5.7971 -5.8673
O -2.6786 -4.7786 -5.9235
C -2.3052 -3.5135 -5.3974
C -1.1118 -2.8884 -6.0948
H -2.0901 -6.4270 -3.8405
H -0.5142 -6.9443 -4.4727
H -0.7659 -5.2722 -3.9691
H -2.1470 -6.6857 -6.3105
H -0.8421 -5.5350 -6.5047
H -2.1335 -3.5904 -4.3174
H -3.1709 -2.8615 -5.5249
H -0.2108 -3.4981 -5.9887
H -0.9018 -1.9087 -5.6755
H -1.3079 -2.7794 -7.1643
```

Charges obtained by Mulliken population analysis, quoted in units of e: number 1, C, carries -0.7288; number 2, C, carries 0.5953; number 3, O, carries -0.4611; number 4, O, carries -0.4424; number 5, C, carries -0.2037; number 6, C, carries -0.9708; number 7, C, carries 0.0430; number 8, C, carries 0.0768; number 9, C, carries -1.1970; number 10, C, carries -0.7886; number 11, C, carries 0.4812; number 12, C, carries -0.6290; number 13, C, carries 0.2564; number 14, C, carries -0.4786; number 15, C, carries -0.5692; number 16, O, carries -0.3977; number 17, C, carries 0.0479; number 18, O, carries -0.4184; number 19, N, carries -0.8986; number 20, N, carries 0.9872; number 21, C, carries -0.4417; number 22, C, carries -0.0755; number 23, N, carries -0.5440; number 24, C, carries -0.1737; number 25, H, carries -0.0913; number 26, H, carries 0.3100; number 27, H, carries 0.4152; number 28, H, carries 0.1573; number 29, H, carries 0.4427; number 30, H, carries 0.3590; number 31, H, carries 0.3585; number 32, H, carries 0.0535; number 33, H, carries 0.3439; number 34, H, carries 0.5508; number 35, H, carries -0.4298; number 36, H, carries 0.4041; number 37, H, carries 0.3911; number 38, H, carries 0.3485; number 39, H, carries 0.4777; number 40, H, carries 0.3973; number 41, H, carries 0.1013; number 42, H, carries 0.4140; number 43, H, carries 0.3833; number 44, H, carries 0.3397; number 45, H, carries 0.4854; number 46, H, carries 0.3478; number 47, H, carries 0.2279; number 48, H, carries 0.3433; number 49, H, carries 0.2853; number 50, H, carries 0.3862; number 51, C, carries -1.0299; number 52, C, carries -0.3713; number 53, O, carries -0.3272; number 54, C, carries -0.2514; number 55, C, carries -1.1417; number 56, H, carries 0.2955; number 57, H, carries 0.3873; number 58, H, carries 0.2576; number 59, H, carries 0.3099; number 60, H, carries 0.3204; number 61, H, carries 0.3016; number 62, H, carries 0.2779; number 63, H, carries 0.2873; number 64, H, carries 0.4094; number 65, H, carries 0.2879; number 66, C, carries -1.1449; number 67, C, carries -0.2321; number 68, O, carries -0.3461; number 69, C, carries -0.4070; number 70, C, carries -0.9958; number 71, H, carries 0.2779; number 72, H, carries 0.4073; number 73, H, carries 0.2919; number 74, H, carries 0.2367; number 75, H, carries 0.3619; number 76, H, carries 0.3419; number 77, H, carries 0.3239; number 78, H, carries 0.2658; number 79, H, carries 0.3971; number 80, H, carries 0.2337; number 81, C, carries -0.6631; number 82, C, carries -0.3600; number 83, O, carries -0.4418; number 84, C, carries -0.3655; number 85, C, carries -0.1022; number 86, H, carries 0.2818; number 87, H, carries 0.4045; number 88, H, carries -0.0673; number 89, H, carries 0.3457; number 90, H, carries 0.2905; number 91, H, carries 0.2592; number 92, H, carries 0.2870; number 93, H, carries 0.2833; number 94, H, carries -0.3489; number 95, H, carries 0.2997

---

This record from the OMol25 dataset describes a 11-piece molecular cluster, C29H56O17 overall. The level of theory is the ωB97M-V functional and the def2-TZVPD basis.

Computed properties:
LUMO level in eV: 0.52
SMILES: O=C1CCCO1.O=C1CCCO1.O=C1CCCO1.O=C1CCCO1.O=C1CCCO1.O=C1CCCO1.CO.CO.CO.CO.CO
2S+1: 1

XYZ file:
```
102
C29H56O17, DFT the ωB97M-V functional and the def2-TZVPD basis
O -0.3973 -0.8680 -5.6241
C 0.7395 -0.5001 -5.3939
C 1.9772 -1.2531 -5.7662
C 3.0275 -0.5658 -4.9831
C 2.4697 0.8239 -4.7689
O 1.0493 0.5565 -4.6430
H 1.7254 -2.2286 -5.4217
H 2.0728 -1.3416 -6.8288
H 3.1261 -1.0737 -4.0419
H 3.9850 -0.5535 -5.4760
H 2.9601 1.2940 -3.8676
H 2.5173 1.4693 -5.6589
O -0.2716 -3.7162 -2.8749
C -1.2587 -3.0947 -2.6386
C -2.6989 -3.1978 -3.2720
C -3.5305 -2.4504 -2.2586
C -2.5705 -1.6104 -1.5135
O -1.3011 -2.3212 -1.5403
H -2.6816 -2.6476 -4.2083
H -2.8837 -4.2463 -3.5341
H -4.1821 -1.7677 -2.7760
H -4.1206 -3.1420 -1.6194
H -2.4735 -0.6324 -1.9817
H -2.8043 -1.5604 -0.4780
O 3.2519 -0.0938 1.8020
C 3.5358 -1.1830 2.2961
C 3.8448 -2.4525 1.6203
C 4.1072 -3.4755 2.7298
C 4.5329 -2.5608 3.8723
O 3.7787 -1.3535 3.6028
H 3.0386 -2.6676 0.9260
H 4.7346 -2.3417 1.0704
H 3.1790 -3.9948 3.0443
H 4.8441 -4.1821 2.4430
H 4.3321 -2.9818 4.8620
H 5.6129 -2.2780 3.8191
O -1.1301 -0.6771 1.6875
C -1.0945 0.4049 1.1420
C 0.0926 1.2405 0.8006
C -0.4537 2.0664 -0.3450
C -1.9486 2.0930 -0.0912
O -2.2593 0.8882 0.6487
H 0.3294 1.8650 1.6590
H 0.9919 0.6687 0.6458
H 0.1151 3.0225 -0.2691
H -0.3037 1.4612 -1.2793
H -2.2951 2.9462 0.6013
H -2.6332 2.0773 -0.9608
O -5.5048 -0.7422 1.0470
C -5.1285 -0.0658 1.9591
C -5.2109 1.4147 2.0353
C -4.1726 1.8062 3.1696
C -4.0704 0.4940 3.9370
O -4.5359 -0.6035 3.0789
H -4.8722 1.8086 1.0847
H -6.2604 1.7295 2.1749
H -3.2523 2.1718 2.7776
H -4.5682 2.5536 3.8382
H -3.0857 0.2315 4.2865
H -4.7651 0.5857 4.7685
O 0.0966 -3.4641 4.1916
C -0.6637 -3.7093 3.2844
C -2.1194 -3.3997 3.0747
C -2.5406 -4.1931 1.8189
C -1.2119 -4.9167 1.3419
O -0.1459 -4.4872 2.2787
H -2.7268 -3.6211 3.9648
H -2.1152 -2.3466 2.9145
H -3.2816 -4.9612 1.9909
H -2.7956 -3.5265 1.0495
H -1.3416 -6.0120 1.4715
H -0.8792 -4.7335 0.3237
C 2.0572 -1.4776 -1.6824
O 2.8918 -0.2908 -1.8196
H 2.4928 -2.3713 -2.1865
H 1.8074 -1.7285 -0.5983
H 1.0709 -1.2408 -2.1148
H 3.3768 -0.0721 -1.0020
C 1.9856 7.7180 1.4385
O 2.3402 6.6687 2.3300
H 0.8713 7.7523 1.3399
H 2.3464 8.6789 1.7354
H 2.5272 7.4861 0.5098
H 2.2281 5.8392 1.8144
C 3.4417 2.8644 3.2549
O 2.1515 2.5015 2.6745
H 4.2073 2.7128 2.5266
H 3.3874 3.8902 3.4688
H 3.7584 2.2923 4.1818
H 2.2110 1.5789 2.6033
C -3.1142 1.8729 -3.9356
O -2.8826 0.4777 -3.9657
H -4.0780 2.0585 -3.4997
H -2.3473 2.4408 -3.3822
H -3.1664 2.2434 -4.9941
H -2.0381 0.2617 -4.4353
C 2.6133 3.6905 -0.5749
O 1.9070 4.1730 0.5881
H 3.6824 3.8692 -0.4114
H 2.5103 2.5935 -0.6923
H 2.2349 4.1241 -1.5023
H 1.9990 3.5155 1.3105
```

These are the Mulliken partial charges, in e, on atoms 1 to 99: number 1, O, carries -0.6421; number 2, C, carries 0.6011; number 3, C, carries -0.6606; number 4, C, carries -0.1634; number 5, C, carries -0.3230; number 6, O, carries -0.3282; number 7, H, carries 0.2979; number 8, H, carries 0.3493; number 9, H, carries -0.1260; number 10, H, carries 0.4639; number 11, H, carries 0.1353; number 12, H, carries 0.3572; number 13, O, carries -0.6553; number 14, C, carries 0.3554; number 15, C, carries -0.7443; number 16, C, carries -0.4495; number 17, C, carries 0.5994; number 18, O, carries 0.0896; number 19, H, carries 0.2643; number 20, H, carries 0.3769; number 21, H, carries 0.3918; number 22, H, carries 0.2891; number 23, H, carries -0.1485; number 24, H, carries -0.3054; number 25, O, carries -0.6838; number 26, C, carries 0.4877; number 27, C, carries 0.0469; number 28, C, carries -0.4823; number 29, C, carries -0.4716; number 30, O, carries -0.4194; number 31, H, carries 0.0091; number 32, H, carries 0.3562; number 33, H, carries 0.1222; number 34, H, carries 0.3926; number 35, H, carries 0.3570; number 36, H, carries 0.2553; number 37, O, carries -0.5814; number 38, C, carries -0.2419; number 39, C, carries 0.1323; number 40, C, carries 0.1430; number 41, C, carries -0.6288; number 42, O, carries -0.2582; number 43, H, carries 0.0104; number 44, H, carries 0.6287; number 45, H, carries 0.3149; number 46, H, carries -0.0707; number 47, H, carries 0.2589; number 48, H, carries 0.1640; number 49, O, carries -0.6317; number 50, C, carries 0.7100; number 51, C, carries -0.2927; number 52, C, carries -0.2647; number 53, C, carries -0.4907; number 54, O, carries -0.3893; number 55, H, carries 0.0017; number 56, H, carries 0.4158; number 57, H, carries -0.0942; number 58, H, carries 0.4928; number 59, H, carries 0.3310; number 60, H, carries 0.3398; number 61, O, carries -0.6586; number 62, C, carries 0.5829; number 63, C, carries 0.2624; number 64, C, carries -0.0135; number 65, C, carries -0.2563; number 66, O, carries -0.3927; number 67, H, carries 0.4161; number 68, H, carries -0.4488; number 69, H, carries 0.4534; number 70, H, carries -0.3257; number 71, H, carries 0.2537; number 72, H, carries 0.1540; number 73, C, carries -0.4083; number 74, O, carries -0.4654; number 75, H, carries 0.3987; number 76, H, carries 0.0382; number 77, H, carries 0.1415; number 78, H, carries 0.1965; number 79, C, carries -0.5600; number 80, O, carries -0.5388; number 81, H, carries 0.2076; number 82, H, carries 0.2749; number 83, H, carries 0.2188; number 84, H, carries 0.4090; number 85, C, carries -0.8044; number 86, O, carries -0.5281; number 87, H, carries 0.2727; number 88, H, carries 0.3688; number 89, H, carries 0.2802; number 90, H, carries 0.3617; number 91, C, carries -0.7214; number 92, O, carries -0.3691; number 93, H, carries 0.2958; number 94, H, carries 0.2154; number 95, H, carries 0.3153; number 96, H, carries 0.2464; number 97, C, carries -0.5137; number 98, O, carries -0.5673; number 99, H, carries 0.3912

---

no.,orbital gap (hartree),HOMO energy (eV)
1,0.231,-10.77
2,0.379,-9.78